No. 1
The following is a quantum chemistry calculation of a structure of composition C17H11O4PdS4, from OMol25.

Strongest force on any atom = 0.273 eV Å⁻¹
HOMO level = -4.20 eV
Net charge = -1

CARTESIAN COORDINATES (ANGSTROEM)
Pd: 0.12 0.19 0.07
O: 4.98 4.95 -0.16
C: 4.12 4.11 -0.12
S: 2.39 4.48 -0.08
C: 1.84 2.82 -0.02
C: 2.77 1.85 -0.03
S: 2.37 0.15 0.03
S: 4.44 2.36 -0.08
S: 0.13 2.44 0.03
O: -1.99 -0.05 0.10
C: -2.54 -1.36 0.05
C: -1.32 -2.37 0.06
O: -1.62 -3.56 0.02
O: -0.15 -1.87 0.09
C: -3.41 -1.58 1.30
C: -3.66 -0.53 2.17
C: -4.47 -0.70 3.29
C: -5.03 -1.94 3.56
C: -4.76 -3.00 2.71
C: -3.96 -2.83 1.60
C: -3.33 -1.52 -1.25
C: -3.91 -2.74 -1.62
C: -4.64 -2.85 -2.79
C: -4.81 -1.76 -3.63
C: -4.22 -0.56 -3.29
C: -3.48 -0.44 -2.12
H: -2.66 0.64 0.07
H: -3.20 0.44 2.03
H: -4.64 0.14 3.95
H: -5.66 -2.07 4.43
H: -5.17 -3.98 2.92
H: -3.71 -3.68 0.98
H: -3.74 -3.61 -1.00
H: -5.07 -3.81 -3.05
H: -5.38 -1.86 -4.54
H: -4.31 0.30 -3.95
H: -2.99 0.50 -1.92

---

No. 2
The following is a quantum chemistry calculation of a structure of composition C17H12Cl4IO5RhS, from OMol25.

Strongest force on any atom = 0.464 eV Å⁻¹
HOMO level (spin up / spin down) = -8.32 / -9.06 eV
Spin multiplicity = 5
<S²> = 6.02
Energy relative to the best compared isomer or geometry (same formula, charge and spin) = 0.090 eV

CARTESIAN COORDINATES (ANGSTROEM)
Rh: -1.96 0.93 -0.16
Cl: -2.81 -5.60 2.19
C: -2.65 -3.90 2.07
C: -2.69 -3.11 3.27
Cl: -2.92 -3.89 4.78
C: -2.55 -1.75 3.22
Cl: -2.58 -0.77 4.63
C: -2.35 -1.09 1.97
O: -2.19 0.16 1.87
C: -2.33 -1.89 0.75
O: -2.17 -1.30 -0.36
C: -2.47 -3.31 0.85
Cl: -2.40 -4.21 -0.60
O: -0.09 0.41 -1.23
S: 0.80 -0.59 -0.52
C: 2.47 -0.11 -1.03
C: 3.06 -1.25 -1.86
C: 1.89 -1.84 -2.63
C: 0.80 -2.05 -1.60
H: 3.05 0.17 -0.15
H: 2.30 0.79 -1.64
H: 3.50 -2.00 -1.20
H: 3.86 -0.88 -2.51
H: 2.15 -2.78 -3.13
H: 1.55 -1.15 -3.40
H: 1.00 -2.91 -0.96
H: -0.22 -2.13 -1.99
I: 3.97 2.66 1.51
C: 2.08 2.98 0.69
C: 1.98 3.55 -0.57
C: 0.73 3.79 -1.12
C: -0.42 3.45 -0.41
C: -0.30 2.89 0.86
C: 0.95 2.65 1.41
C: -1.77 3.67 -1.06
O: -1.99 4.67 -1.71
O: -2.62 2.69 -0.90
H: 2.87 3.81 -1.13
H: 0.62 4.24 -2.10
H: -1.17 2.74 1.48
H: 1.03 2.24 2.41

---

No. 3
The following is a quantum chemistry calculation of an isolated molecule of C17H12ClF2N3O2S2, from OMol25.

Strongest force on any atom = 3.764 eV Å⁻¹
HOMO level = -8.60 eV

CARTESIAN COORDINATES (ANGSTROEM)
O: -1.47 1.16 -2.49
S: -0.44 0.18 -2.30
O: -0.32 -0.93 -3.24
C: 1.04 1.16 -2.21
C: 2.24 0.73 -1.66
C: 3.22 1.83 -1.84
C: 2.82 2.83 -2.72
Cl: 3.70 4.31 -2.94
S: 1.20 2.66 -3.10
N: -0.61 -0.30 -0.65
C: -0.27 -1.57 -0.21
C: -0.88 -2.67 -0.81
C: -0.72 -3.99 -0.38
F: -1.41 -4.98 -0.99
C: 0.24 -4.22 0.66
F: 0.61 -5.52 0.97
C: 0.91 -3.10 1.22
C: 0.54 -1.79 0.88
C: 0.90 -0.70 1.81
N: 1.92 -0.55 2.69
N: 1.60 0.62 3.30
C: 0.58 1.32 2.65
C: 0.18 0.47 1.65
C: -0.69 0.83 0.41
C: -2.05 0.88 0.99
C: -3.32 0.88 0.07
C: -2.78 2.22 0.66
H: 2.38 -0.18 -1.04
H: 4.26 1.75 -1.53
H: -1.44 -2.56 -1.71
H: 1.45 -3.15 2.15
H: 2.11 0.84 4.23
H: 0.36 2.44 2.57
H: -0.51 1.84 -0.02
H: -2.20 0.55 2.04
H: -3.20 0.65 -1.07
H: -4.18 0.38 0.49
H: -3.46 2.65 1.43
H: -2.31 3.01 0.01

---

No. 4
The following is a quantum chemistry calculation of an isolated molecule of C17H12ClFN2O3, from OMol25.

Strongest force on any atom = 4.037 eV Å⁻¹
HOMO level = -8.28 eV

CARTESIAN COORDINATES (ANGSTROEM)
C: 2.50 -4.84 2.21
C: 1.56 -3.88 1.44
C: 0.35 -4.36 1.06
C: -0.54 -3.44 0.41
N: -0.20 -2.22 0.04
C: 1.01 -1.76 0.41
C: 1.38 -0.27 0.18
O: 2.44 0.17 0.68
C: 0.47 0.65 -0.48
N: -0.31 0.23 -1.52
C: -1.11 1.28 -2.04
C: -2.09 1.25 -3.07
C: -2.71 2.45 -3.43
Cl: -3.60 2.38 -4.94
C: -2.34 3.61 -2.73
F: -2.91 4.79 -3.16
C: -1.33 3.61 -1.68
C: -0.73 2.41 -1.33
C: 0.15 1.98 -0.22
C: 0.63 2.87 0.89
C: -0.19 2.71 2.18
O: -0.35 1.55 2.62
O: -0.82 3.82 2.75
C: 1.94 -2.60 1.14
H: 2.61 -5.81 1.69
H: 2.20 -4.96 3.31
H: 3.50 -4.33 2.25
H: 0.10 -5.38 1.11
H: -1.44 -3.84 -0.14
H: -0.64 -0.73 -1.57
H: -2.50 0.25 -3.37
H: -0.99 4.53 -1.19
H: 0.66 3.98 0.57
H: 1.60 2.59 1.14
H: -1.24 3.56 3.54
H: 2.97 -2.26 1.26

---

No. 5
The following is a quantum chemistry calculation of a cluster of 2 separate species, C17H12F15N2O3 in total, from OMol25.

Strongest force on any atom = 3.911 eV Å⁻¹
HOMO level = -13.33 eV
Net charge = +1

CARTESIAN COORDINATES (ANGSTROEM)
C: -1.04 2.91 2.17
C: -1.35 1.75 2.06
C: -1.71 0.28 1.85
C: -1.59 0.00 0.34
N: -1.38 0.95 -0.60
C: -1.33 0.43 -1.90
F: -1.14 1.07 -3.05
C: -1.54 -0.94 -1.66
F: -1.60 -1.92 -2.58
N: -1.67 -1.21 -0.29
C: -1.91 -2.59 0.20
C: -1.20 -2.96 1.54
C: 0.35 -2.96 1.50
F: 0.76 -3.23 2.80
F: 0.77 -1.67 1.23
C: 1.01 -4.06 0.58
F: 1.78 -4.88 1.37
F: 0.02 -4.90 0.08
C: 1.80 -3.52 -0.67
F: 1.98 -4.58 -1.52
F: 0.93 -2.67 -1.35
C: 3.12 -2.73 -0.35
F: 3.49 -2.75 0.96
F: 2.87 -1.40 -0.65
C: 4.38 -3.12 -1.22
F: 5.45 -2.45 -0.65
F: 4.72 -4.45 -1.10
C: 4.34 -2.64 -2.72
F: 5.19 -3.32 -3.52
F: 3.10 -2.64 -3.26
F: 4.77 -1.34 -2.74
H: -0.50 3.86 2.28
H: -0.94 -0.30 2.42
H: -2.71 0.03 2.27
H: -1.29 1.96 -0.50
H: -1.69 -3.30 -0.63
H: -3.01 -2.69 0.38
H: -1.56 -2.35 2.40
H: -1.51 -4.01 1.78
C: -1.43 7.20 0.97
C: -2.65 7.57 0.17
O: -2.65 6.61 -0.88
C: -1.96 5.53 -0.44
O: -1.91 4.48 -1.00
O: -1.33 5.80 0.73
H: -1.54 7.41 2.03
H: -0.52 7.69 0.61
H: -3.57 7.47 0.75
H: -2.59 8.58 -0.23

---

No. 6
The following is a quantum chemistry calculation of a cluster of 2 separate species, C17H12F2NO7S3 in total, from OMol25.

Strongest force on any atom = 4.412 eV Å⁻¹
HOMO level = -2.89 eV
Energy relative to the best compared isomer or geometry (same formula, charge and spin) = 0.000 eV
Net charge = -1

CARTESIAN COORDINATES (ANGSTROEM)
F: -1.44 5.05 1.93
C: -0.82 3.82 2.08
F: 0.45 4.00 2.58
S: -1.83 2.89 3.26
N: -0.73 1.59 3.50
C: 0.37 1.55 4.42
O: 0.65 2.40 5.25
C: 1.04 0.25 4.10
C: 0.36 -0.36 3.06
C: 0.78 -1.55 2.49
C: 1.91 -2.17 3.05
C: 2.60 -1.56 4.11
C: 2.19 -0.33 4.64
C: -0.77 0.50 2.61
O: -1.55 0.34 1.69
H: -0.78 3.27 1.13
H: 0.22 -1.94 1.65
H: 2.24 -3.13 2.65
H: 3.48 -2.06 4.52
H: 2.72 0.18 5.44
C: -6.57 -1.28 -2.50
O: -5.76 -0.93 -1.26
C: -5.10 -1.83 -0.57
S: -3.49 -2.45 -1.08
O: -3.73 -3.32 -2.22
O: -2.49 -1.41 -1.14
C: -3.28 -3.45 0.41
C: -4.46 -3.78 1.07
C: -4.42 -4.52 2.26
C: -3.19 -4.89 2.79
C: -2.00 -4.54 2.14
C: -2.04 -3.83 0.93
S: -5.97 -3.11 0.34
O: -6.81 -2.55 1.38
O: -6.49 -4.05 -0.63
H: -7.03 -0.32 -2.77
H: -5.87 -1.62 -3.27
H: -7.31 -2.03 -2.23
H: -5.36 -4.78 2.75
H: -3.15 -5.45 3.73
H: -1.03 -4.81 2.57
H: -1.13 -3.56 0.40

---

No. 7
The following is a quantum chemistry calculation of an isolated molecule of C17H12F3NO2, from OMol25.

Strongest force on any atom = 2.726 eV Å⁻¹
HOMO level = -8.89 eV
Energy relative to the best compared isomer or geometry (same formula, charge and spin) = 0.000 eV

CARTESIAN COORDINATES (ANGSTROEM)
C: -1.19 -1.28 3.96
C: -1.26 -1.92 2.52
C: -1.92 -3.23 2.43
C: -2.02 -3.86 1.12
C: -1.48 -3.15 -0.02
C: -0.82 -1.84 0.06
C: -0.33 -1.20 -1.28
N: 1.13 -0.95 -1.35
C: 1.36 -0.41 -2.69
O: 1.72 -1.02 -3.65
C: 1.08 1.12 -2.54
C: 0.70 2.13 -3.50
C: 0.54 3.50 -2.97
C: 0.79 3.78 -1.56
C: 1.20 2.74 -0.60
C: 1.49 3.05 0.89
F: 1.23 2.02 1.74
F: 0.84 4.17 1.34
F: 2.85 3.34 0.99
C: 1.32 1.39 -1.11
C: 1.68 0.03 -0.43
O: 2.29 -0.24 0.56
C: -0.71 -1.21 1.38
H: -1.21 -2.08 4.74
H: -0.36 -0.55 4.07
H: -2.16 -0.70 4.07
H: -2.35 -3.71 3.34
H: -2.53 -4.85 0.99
H: -1.56 -3.64 -1.02
H: -0.56 -1.94 -2.10
H: -0.98 -0.30 -1.48
H: 0.54 1.86 -4.57
H: 0.23 4.33 -3.66
H: 0.66 4.82 -1.18
H: -0.21 -0.21 1.50

---

No. 8
The following is a quantum chemistry calculation of a structure of composition C17H12NNdO5S, from OMol25.

Strongest force on any atom = 9.753 eV Å⁻¹
HOMO level (spin up / spin down) = -14.57 / -14.58 eV
Spin multiplicity = 4
<S²> = 3.80
Energy relative to the best compared isomer or geometry (same formula, charge and spin) = 2.263 eV
Net charge = +2

CARTESIAN COORDINATES (ANGSTROEM)
O: 0.04 6.55 -0.96
C: 0.03 5.51 -1.32
Nd: -0.04 0.56 -0.42
C: 0.18 -1.76 -0.34
O: 0.09 -3.00 -0.20
C: -0.39 -2.05 -1.90
O: -0.46 -2.04 -3.05
C: 2.18 -0.71 -0.11
O: 3.18 -1.34 -0.02
C: -2.28 -0.71 -0.48
O: -3.20 -1.36 -0.61
H: 0.08 2.39 -0.73
N: -0.17 -0.03 2.28
S: 0.96 -0.08 3.42
C: 0.53 1.17 4.63
C: -0.56 0.97 5.48
C: -0.91 1.98 6.38
C: -0.17 3.17 6.42
C: 0.91 3.37 5.54
C: 1.25 2.37 4.63
C: 0.71 -1.59 4.34
C: 1.34 -1.71 5.59
C: 1.10 -2.85 6.36
C: 0.26 -3.85 5.87
C: -0.34 -3.73 4.61
C: -0.09 -2.61 3.82
H: -1.06 -0.19 2.76
H: -1.11 0.03 5.45
H: -1.74 1.82 7.07
H: -0.44 3.95 7.13
H: 1.49 4.29 5.58
H: 2.08 2.48 3.93
H: 1.98 -0.90 5.94
H: 1.59 -2.93 7.33
H: 0.07 -4.74 6.48
H: -1.00 -4.51 4.24
H: -0.52 -2.51 2.82

---

No. 9
The following is a quantum chemistry calculation of a structure of composition C17H13F3FeO5, from OMol25.

Strongest force on any atom = 5.199 eV Å⁻¹
HOMO level (spin up / spin down) = -4.97 / -7.96 eV
Spin multiplicity = 5
<S²> = 6.18

CARTESIAN COORDINATES (ANGSTROEM)
C: -2.55 2.51 -1.06
O: -1.24 2.94 -1.51
C: -0.08 2.25 -1.35
C: 0.52 1.91 -0.08
C: 0.93 0.47 0.01
C: 1.59 0.03 -1.22
C: 1.73 0.93 -2.26
C: 0.81 2.03 -2.45
Fe: 1.90 3.03 -1.07
C: 3.00 2.94 0.29
O: 3.77 3.18 1.13
C: 1.32 4.62 -0.67
O: 1.23 5.75 -0.41
C: 3.20 3.62 -2.16
O: 4.06 4.30 -2.56
H: -3.08 3.44 -0.87
H: -3.03 1.98 -1.90
H: -2.52 1.89 -0.16
H: 0.12 2.34 0.83
H: 1.53 0.26 0.91
H: 0.01 -0.13 0.18
H: 1.94 -1.00 -1.28
H: 2.50 0.78 -3.03
H: 0.64 2.53 -3.41
F: -1.40 -2.44 4.42
C: -0.86 -2.07 3.22
F: -1.39 -0.85 2.89
F: 0.48 -1.89 3.41
C: -1.14 -3.08 2.15
C: -0.58 -2.79 0.80
O: 0.22 -1.85 0.59
C: -0.94 -3.73 -0.23
C: -1.62 -4.90 0.05
C: -2.06 -5.16 1.36
C: -1.83 -4.24 2.40
H: -0.57 -3.49 -1.22
H: -1.82 -5.61 -0.75
H: -2.61 -6.07 1.60
H: -2.18 -4.44 3.41

---

No. 10
The following is a quantum chemistry calculation of a cluster of 2 separate species, C17H13F3N4O6S2 in total, from OMol25.

Strongest force on any atom = 3.076 eV Å⁻¹
HOMO level = -7.96 eV
Energy relative to the best compared isomer or geometry (same formula, charge and spin) = 0.000 eV

CARTESIAN COORDINATES (ANGSTROEM)
C: 1.97 -1.28 2.63
S: 0.70 -1.45 1.34
C: -0.83 -1.47 2.32
C: 0.57 0.08 0.53
C: 1.79 0.72 0.10
C: 1.85 2.14 0.00
C: 3.06 2.75 -0.26
C: 4.20 1.98 -0.55
C: 5.49 2.61 -0.71
N: 6.54 3.11 -0.77
C: 4.09 0.59 -0.64
C: 2.90 -0.04 -0.32
H: 2.91 -0.98 2.17
H: 1.64 -0.57 3.40
H: 2.07 -2.29 3.06
H: -1.68 -1.31 1.65
H: -0.88 -2.48 2.75
H: -0.78 -0.71 3.11
H: -0.22 0.72 0.94
H: 0.95 2.72 0.18
H: 3.13 3.84 -0.22
H: 4.96 -0.01 -0.95
H: 2.81 -1.13 -0.42
O: -3.52 2.36 -1.86
S: -2.27 2.14 -1.18
O: -1.00 2.66 -1.67
C: -2.48 2.89 0.55
F: -3.12 4.06 0.46
F: -3.19 2.05 1.34
F: -1.27 3.10 1.13
C: -2.07 0.35 -1.03
C: -0.78 -0.24 -1.24
C: -0.79 -1.64 -1.43
N: 0.26 -2.49 -1.76
O: 1.42 -2.32 -2.11
O: -0.26 -3.82 -1.60
N: -1.58 -3.80 -1.26
C: -1.89 -2.46 -1.15
C: -3.16 -1.84 -0.90
N: -4.39 -2.61 -0.78
O: -4.33 -3.83 -0.51
O: -5.48 -2.02 -0.95
C: -3.22 -0.43 -0.91
H: 0.07 0.33 -1.64
H: -4.19 0.06 -0.81

---

No. 11
The following is a quantum chemistry calculation of a cluster of 2 separate species, C17H13N2O in total, from OMol25.

Strongest force on any atom = 5.470 eV Å⁻¹
HOMO level = -2.78 eV
Energy relative to the best compared isomer or geometry (same formula, charge and spin) = 0.000 eV
Net charge = -1

CARTESIAN COORDINATES (ANGSTROEM)
C: -3.23 1.30 -2.64
C: -2.79 -0.01 -2.64
C: -1.44 -0.29 -2.64
C: -0.51 0.74 -2.63
C: 0.93 0.47 -2.59
O: 1.79 1.30 -2.46
C: -0.96 2.06 -2.63
C: -2.31 2.33 -2.64
H: -4.28 1.51 -2.65
H: -3.50 -0.82 -2.64
H: -1.10 -1.31 -2.64
H: 1.25 -0.56 -2.67
H: -0.24 2.85 -2.62
H: -2.65 3.35 -2.64
C: 3.29 0.48 0.54
C: 2.01 0.71 1.26
C: 1.61 1.98 1.40
N: 1.21 3.08 1.57
C: 1.20 -0.33 1.80
C: 1.51 -1.70 1.72
C: 0.68 -2.64 2.27
C: -0.51 -2.28 2.91
C: -1.34 -3.26 3.44
N: -2.03 -4.10 3.87
C: -0.82 -0.92 2.99
C: 0.00 0.02 2.46
H: 3.54 -0.57 0.47
H: 3.22 0.88 -0.48
H: 4.11 0.98 1.05
H: 2.42 -2.03 1.24
H: 0.92 -3.68 2.21
H: -1.73 -0.62 3.49
H: -0.25 1.07 2.53

---

No. 12
The following is a quantum chemistry calculation of an isolated molecule of C17H13N3O, from OMol25.

Strongest force on any atom = 0.714 eV Å⁻¹
HOMO level = -8.16 eV
Energy relative to the best compared isomer or geometry (same formula, charge and spin) = 0.000 eV

CARTESIAN COORDINATES (ANGSTROEM)
C: 2.65 2.89 -0.20
C: 1.61 2.33 -0.96
N: 1.35 1.06 -1.01
C: 2.11 0.21 -0.29
C: 1.83 -1.19 -0.36
O: 0.93 -1.60 -1.30
C: -0.18 -2.36 -0.87
C: -1.30 -1.46 -0.45
N: -2.40 -1.83 0.14
C: -3.13 -0.68 0.31
C: -4.38 -0.48 0.88
C: -4.86 0.81 0.92
C: -4.13 1.89 0.41
C: -2.89 1.71 -0.16
C: -2.40 0.42 -0.21
N: -1.23 -0.12 -0.69
C: 2.53 -2.06 0.45
C: 3.53 -1.59 1.30
C: 3.85 -0.26 1.35
C: 3.15 0.66 0.56
C: 3.41 2.05 0.57
H: 2.82 3.95 -0.21
H: 0.96 2.97 -1.55
H: -0.50 -2.96 -1.73
H: 0.06 -3.05 -0.05
H: -4.94 -1.31 1.28
H: -5.83 1.00 1.36
H: -4.56 2.88 0.46
H: -2.32 2.54 -0.56
H: -0.42 0.36 -1.08
H: 2.32 -3.11 0.40
H: 4.06 -2.30 1.92
H: 4.64 0.10 2.00
H: 4.20 2.43 1.20